{
  "formula": "C20H43N2OP3Tl",
  "method": "wB97M-V/def2-TZVPD",
  "homo_lumo_gap_ev": 2.78,
  "max_force_ev_per_a": 1.57,
  "e_tot_ev": -58997.862,
  "charge": 3,
  "homo_ev": -14.12,
  "mol_weight_g_mol": 624.88,
  "multiplicity": 1,
  "symbols": ["Tl", "P", "P", "P", "H", "C", "C", "H", "C", "C", "C", "C", "C", "C", "C", "C", "C", "H", "H", "H", "H", "H", "H", "H", "H", "H", "H", "H", "H", "H", "H", "H", "H", "H", "H", "H", "H", "H", "H", "H", "H", "H", "H", "H", "H", "H", "C", "C", "C", "C", "C", "C", "O", "H", "H", "H", "H", "H", "H", "C", "N", "C", "C", "N", "H", "H", "H", "H", "H", "H"],
  "xyz": [[0.12213, -0.52891, 0.85936], [-0.01577, 2.18052, 1.44395], [-2.55934, -0.99287, 1.51995], [2.42143, -0.47902, -0.68274], [-2.04809, -1.94023, -1.77015], [-1.00252, -2.26823, -1.81780], [-0.55527, -3.32623, -1.13336], [-1.20616, -3.90808, -0.47514], [-0.75765, 3.09360, 0.04095], [-1.05345, 2.67160, 2.87337], [1.58262, 3.03266, 1.72365], [-3.33813, -2.60414, 1.14960], [-2.95646, -0.83563, 3.30299], [-3.76666, 0.16937, 0.78229], [2.91880, -1.94473, -1.65111], [3.94656, -0.10246, 0.25953], [2.40126, 0.86137, -1.93041], [-0.35787, -1.71424, -2.51202], [0.47466, -3.68173, -1.23079], [-0.82607, 4.16065, 0.27719], [-1.76584, 2.70550, -0.15493], [-0.15485, 2.96839, -0.86807], [-0.94116, 3.74501, 3.07431], [-0.73133, 2.11294, 3.76388], [-2.11587, 2.44863, 2.69457], [1.41681, 4.06667, 2.05401], [2.19524, 3.03860, 0.80957], [2.13929, 2.49884, 2.50751], [-4.41225, -2.52566, 1.37209], [-2.88688, -3.39114, 1.76912], [-3.19263, -2.87345, 0.09579], [-4.03960, -0.68198, 3.41237], [-2.42199, 0.01852, 3.73836], [-2.64621, -1.74108, 3.84224], [-4.77237, -0.20047, 1.02189], [-3.63602, 0.19562, -0.30833], [-3.63447, 1.19101, 1.16583], [3.79319, -1.69388, -2.26864], [2.09239, -2.27921, -2.29259], [3.17521, -2.76712, -0.96818], [4.77531, 0.08775, -0.43755], [4.19448, -0.95908, 0.90217], [3.79272, 0.77538, 0.90313], [3.29492, 0.77329, -2.56241], [2.38139, 1.85303, -1.45634], [1.50677, 0.77159, -2.56090], [0.83585, 4.20114, -4.42850], [0.16816, 4.95173, -5.42810], [-0.17170, 4.29817, -6.61928], [0.18521, 2.95362, -6.82954], [0.95041, 2.27007, -5.86959], [1.33228, 2.91583, -4.68569], [0.92207, 4.62367, -3.12204], [0.55925, 5.52398, -3.06438], [-0.09616, 6.00066, -5.24562], [-0.72603, 4.83521, -7.39385], [-0.12124, 2.44187, -7.74815], [1.25740, 1.23408, -6.02456], [1.96049, 2.43878, -3.93023], [-1.02614, -5.06742, 4.66054], [0.22714, -4.38559, 4.33392], [1.42991, -4.77207, 5.07747], [0.21614, -3.45590, 3.41158], [0.07110, -2.63507, 2.57520], [-0.79121, -5.80032, 5.44059], [-1.42459, -5.56900, 3.76469], [-1.76840, -4.33890, 5.02456], [2.21457, -5.15714, 4.40893], [1.84897, -3.92582, 5.64303], [1.11626, -5.56252, 5.77084]]
}

---

{
  "formula": "C14H11BF4N5O4S4SbSeTc",
  "method": "wB97M-V/def2-TZVPD",
  "homo_lumo_gap_ev": 5.72,
  "max_force_ev_per_a": 0.80,
  "e_tot_ev": -159302.783,
  "de_lowest_kcal_mol": 26.4,
  "charge": 1,
  "homo_ev": -11.33,
  "mol_weight_g_mol": 827.07,
  "multiplicity": 1,
  "symbols": ["Tc", "N", "C", "N", "C", "N", "N", "C", "C", "C", "C", "C", "C", "N", "C", "C", "C", "C", "C", "C", "H", "H", "H", "H", "H", "H", "H", "H", "H", "H", "H", "S", "Sb", "S", "S", "S", "F", "B", "F", "F", "F", "O", "Se", "O", "O", "O"],
  "xyz": [[0.16365, 0.36245, -1.24451], [-2.09926, 1.59055, 2.18839], [-1.77451, 1.19654, 0.97949], [-0.54060, 0.88005, 0.63362], [0.48813, 0.95463, 1.57620], [1.71890, 0.70427, 1.24838], [1.81392, 0.34514, -0.06736], [2.89596, -0.12424, -0.56543], [2.85589, -0.57234, -1.95366], [3.96279, -1.11554, -2.56854], [3.85234, -1.54316, -3.88997], [2.64304, -1.41173, -4.53443], [1.55928, -0.86825, -3.84918], [1.66277, -0.45115, -2.59463], [0.15024, 1.31300, 2.93983], [1.09915, 1.33324, 3.96632], [0.71286, 1.66130, 5.24639], [-0.62085, 1.97029, 5.52381], [-1.57178, 1.95555, 4.52466], [-1.17454, 1.62621, 3.23521], [-3.07709, 1.74958, 2.38789], [-2.55993, 1.13453, 0.24086], [3.78992, -0.20913, 0.04274], [4.89308, -1.20373, -2.02503], [4.70459, -1.97721, -4.39433], [2.50872, -1.73483, -5.55633], [0.58208, -0.78380, -4.30075], [2.12495, 1.08372, 3.73703], [1.44298, 1.67265, 6.04323], [-0.91594, 2.21960, 6.53378], [-2.60729, 2.19074, 4.73451], [-4.04369, 2.39691, -2.81798], [-2.92949, 1.86028, -4.63748], [-1.92140, -0.68853, -2.00659], [-0.01917, 2.08929, -2.28333], [-2.90474, -0.60816, -4.65837], [-3.22285, -2.82623, 1.59534], [-2.76133, -1.61642, 1.80089], [-2.48136, -0.98348, -0.13509], [-1.49481, -1.42398, 2.18872], [-3.62678, -0.62824, 2.08766], [0.06638, -3.01136, -2.87179], [-0.69289, -2.59916, -1.52976], [-1.49495, -0.61582, -3.70546], [0.31973, -1.61336, -0.57943], [-1.47608, -3.68069, -0.68554]]
}

---

{
  "formula": "C4H9OP",
  "method": "wB97M-V/def2-TZVPD",
  "homo_lumo_gap_ev": [8.18, 8.18],
  "max_force_ev_per_a": 4.28,
  "e_tot_ev": -15625.799,
  "de_lowest_kcal_mol": 88.5,
  "homo_ev": [-8.28, -8.28],
  "mol_weight_g_mol": 104.09,
  "multiplicity": 1,
  "symbols": ["C", "C", "C", "C", "O", "P", "H", "H", "H", "H", "H", "H", "H", "H", "H"],
  "xyz": [[-0.69964, -1.87332, -0.28828], [-0.22727, -0.70971, 0.10997], [-1.58341, 1.24400, -0.39038], [-0.58236, 0.57212, 0.65118], [1.83641, -0.92806, -0.01704], [2.51962, 0.46789, 0.04619], [-0.02730, -2.72617, -0.50438], [-1.76108, -2.17134, 0.00368], [-1.74476, 2.30935, -0.19939], [-2.44674, 0.67413, -0.19010], [-1.48036, 0.88786, -1.50221], [-1.11588, 0.50927, 1.59105], [0.33626, 1.15429, 1.04604], [3.20573, 0.30118, -1.14613], [3.77078, 0.28851, 0.78981]]
}

---

{
  "formula": "C5H10N3",
  "method": "wB97M-V/def2-TZVPD",
  "homo_lumo_gap_ev": 10.19,
  "max_force_ev_per_a": 3.93,
  "e_tot_ev": -9808.269,
  "smiles": "NC(N)=[NH+]CC1C=C1",
  "de_lowest_kcal_mol": 80.2,
  "charge": 1,
  "homo_ev": -13.18,
  "mol_weight_g_mol": 112.16,
  "multiplicity": 1,
  "symbols": ["C", "C", "C", "C", "C", "N", "N", "N", "H", "H", "H", "H", "H", "H", "H", "H", "H", "H"],
  "xyz": [[-1.10622, -3.15327, -0.00787], [0.13511, -2.80103, 0.12923], [0.55537, 1.56743, -0.01536], [-0.86209, -1.73888, 0.52431], [-0.77382, -0.48301, -0.33043], [1.57637, 2.29487, 0.50846], [-0.08950, 2.37322, -0.89487], [0.22940, 0.34135, 0.42376], [-1.85822, -3.88423, -0.09668], [1.21042, -3.05834, 0.04754], [-1.14517, -1.35364, 1.50224], [-1.59509, 0.26339, -0.26538], [-0.55347, -0.75148, -1.32626], [1.96580, 3.04701, 0.00246], [2.22290, 1.69451, 1.02886], [0.03744, 3.37710, -0.85245], [-0.53519, 2.01966, -1.72842], [0.58597, 0.24534, 1.35087]]
}

---

{
  "formula": "C6H11NO",
  "method": "wB97M-V/def2-TZVPD",
  "homo_lumo_gap_ev": 9.29,
  "max_force_ev_per_a": 3.05,
  "e_tot_ev": -9936.257,
  "smiles": "CC(=C=O)CCCN",
  "de_lowest_kcal_mol": 50.7,
  "homo_ev": -8.40,
  "mol_weight_g_mol": 113.16,
  "multiplicity": 1,
  "symbols": ["C", "C", "C", "C", "C", "N", "C", "O", "H", "H", "H", "H", "H", "H", "H", "H", "H", "H", "H"],
  "xyz": [[-0.83035, -0.61308, 0.25618], [1.74364, -0.04169, 0.80367], [0.55154, -1.24192, 0.36723], [-2.01609, 0.96094, -1.47744], [-0.78057, 0.28385, -0.95269], [1.45868, 0.56431, 2.04959], [0.34608, 0.24981, -1.63712], [1.22196, 0.45099, -2.40385], [0.66608, 1.19394, 2.00950], [1.33710, -0.10162, 2.80315], [-1.59801, -1.38184, 0.11783], [-1.07830, -0.03361, 1.15454], [1.90679, 0.73444, 0.06093], [2.65637, -0.63101, 0.85736], [0.61800, -1.88666, 1.25013], [0.78765, -1.91953, -0.45268], [-2.33676, 1.75979, -0.79512], [-2.83756, 0.24412, -1.57106], [-1.81624, 1.40876, -2.44017]]
}